Entry 1:
C32H46CoN2O5Se | the ωB97M-V functional and the def2-TZVPD basis

Geometry as XYZ:
```
87
C32H46CoN2O5Se, DFT the ωB97M-V functional and the def2-TZVPD basis
Co -1.78970 1.22742 2.03865
N -2.08210 0.50982 4.23725
C -1.71520 1.69522 5.01125
C -2.39620 2.93372 4.37345
O -2.98100 3.75272 5.10435
N -2.23160 2.95032 3.07165
C -2.97260 3.89712 2.29235
C -3.96280 3.12692 1.35315
O -4.86180 3.77492 0.81415
O -3.75020 1.89402 1.22345
H -3.07210 0.30982 4.34695
H -1.54430 -0.30648 4.51195
H -0.63060 1.82032 4.94565
H -2.01240 1.63102 6.07435
H -2.29490 4.46352 1.63705
H -3.54310 4.59072 2.92285
C -1.04960 -2.60338 -4.85135
C -2.14130 -1.62188 -4.39415
C -2.03830 -0.35708 -5.25325
C -3.51950 -2.25288 -4.65715
C -1.96870 -1.32958 -2.90525
C -1.65900 -0.07768 -2.38825
C -1.54740 0.11412 -1.02665
Se -1.11390 1.89002 -0.36835
C 0.77650 1.62502 0.03375
C 1.69200 1.86682 -0.96395
C 3.05580 1.71522 -0.74825
C 3.44940 1.25732 0.50875
C 2.56110 0.98932 1.53165
C 1.15500 1.22732 1.34685
O 0.31860 1.09892 2.29995
C 3.02420 0.44082 2.88265
C 2.31570 -0.90058 3.12905
C 2.64980 1.43152 3.99445
C 4.53650 0.19122 2.96835
C 4.01610 2.05702 -1.87895
C 5.48140 1.80162 -1.51605
C 3.66320 1.20272 -3.10475
C 3.85050 3.54462 -2.22315
C -1.77930 -0.90668 -0.05715
O -1.77780 -0.66508 1.19075
C -2.00230 -2.21218 -0.60705
C -2.09570 -2.36158 -1.97835
C -2.14560 -3.47988 0.24285
C -2.01850 -3.23878 1.74965
C -1.03790 -4.47498 -0.15395
C -3.51960 -4.12558 -0.01265
H -1.13900 -2.81378 -5.91915
H -1.13050 -3.54268 -4.30955
H -0.06650 -2.17938 -4.65645
H -2.18820 -0.61038 -6.30535
H -1.05770 0.10222 -5.14845
H -2.79900 0.36382 -4.96155
H -3.64880 -2.46348 -5.72125
H -4.30670 -1.57328 -4.33805
H -3.63040 -3.18698 -4.11215
H -1.51340 0.77762 -3.03135
H 1.30320 2.18982 -1.92165
H 4.50210 1.09842 0.68975
H 1.24050 -0.76358 3.05045
H 2.55290 -1.29598 4.11945
H 2.63320 -1.62788 2.38235
H 1.58310 1.63072 3.95315
H 3.18410 2.37132 3.86065
H 2.89910 1.03162 4.97985
H 4.86070 -0.52288 2.21515
H 4.77660 -0.22438 3.94755
H 5.10090 1.11392 2.84875
H 5.63740 0.75342 -1.27215
H 5.77670 2.40732 -0.66255
H 6.12490 2.05872 -2.35865
H 3.76120 0.14782 -2.86085
H 4.31440 1.42682 -3.95015
H 2.63550 1.37552 -3.40695
H 4.11180 4.15612 -1.36295
H 2.81830 3.76112 -2.47875
H 4.48480 3.83652 -3.06075
H -2.29220 -3.35308 -2.36535
H -1.04620 -2.81728 1.98995
H -2.13590 -4.18828 2.28165
H -2.77370 -2.53918 2.09395
H -0.06370 -4.00988 -0.01775
H -1.12790 -4.78208 -1.19425
H -1.08450 -5.37028 0.46905
H -4.30780 -3.41058 0.21045
H -3.65330 -5.00218 0.62425
H -3.62660 -4.44208 -1.04875
```

⟨S²⟩: 3.757
Kohn-Sham gap (spin up / spin down) (eV): 5.99 / 5.99
HOMO (spin up / spin down) (eV): -1.88 / -1.88
Net charge: -2
2S+1: 4
Electronic energy (Ha): -5517.053767

Population analysis type Löwdin, resulting atomic charges in e: 0.611 -0.003 -0.184 -0.582 -0.067 -0.054 -0.159 -0.714 -0.054 -0.127 0.095 0.083 0.096 0.100 0.103 0.103 -0.058 -0.560 -0.075 -0.058 -0.199 -0.083 -0.356 1.195 -0.357 -0.101 -0.207 0.002 -0.096 -0.388 -0.161 -0.533 -0.047 -0.048 -0.083 -0.564 -0.076 -0.056 -0.056 -0.374 -0.152 -0.090 -0.021 -0.532 -0.071 -0.058 -0.057 0.071 0.070 0.085 0.074 0.078 0.085 0.072 0.087 0.068 0.084 0.090 0.081 0.071 0.073 0.083 0.060 0.082 0.074 0.075 0.073 0.074 0.080 0.078 0.073 0.086 0.072 0.070 0.084 0.073 0.071 0.091 0.081 0.073 0.081 0.087 0.065 0.072 0.089 0.071 0.065

Entry 2:
C2H4N2OS | the ωB97M-V functional and the def2-TZVPD basis

Geometry as XYZ:
```
10
C2H4N2OS, DFT the ωB97M-V functional and the def2-TZVPD basis
N 0.58773 1.39975 0.03700
C 1.04268 0.11586 -0.00595
O 2.21358 -0.21241 -0.03856
N 0.05120 -0.89228 -0.01517
C -1.30851 -0.87760 -0.03690
S -2.31178 0.40031 -0.02230
H -0.40391 1.63048 -0.02259
H 1.31603 2.11049 -0.09812
H 0.55971 -1.81321 0.06283
H -1.74673 -1.86138 0.13976
```

Energy relative to the best compared isomer or geometry (same formula, charge and spin) (kJ/mol): 27.0
Kohn-Sham gap (eV): 9.24
HOMO (eV): -9.29
SMILES: NC(=O)NC=S
2S+1: 1
Electronic energy (Ha): -661.575265

Population analysis type Löwdin, resulting atomic charges in e: 0.151 -0.595 0.055 0.030 -0.673 0.677 -0.011 0.126 0.176 0.063

Entry 3:
C4H12NO | the ωB97M-V functional and the def2-TZVPD basis

Geometry as XYZ:
```
18
C4H12NO, DFT the ωB97M-V functional and the def2-TZVPD basis
O -0.26370 0.99687 -1.79578
C -1.15821 0.73495 -0.72703
C -0.35120 0.25389 0.44957
N 0.08412 -1.14153 0.12121
C 1.02272 -1.80804 1.04564
C 0.70957 1.17912 0.96310
H -0.70632 0.94919 -2.64748
H -1.84853 -0.06756 -0.99369
H -1.72335 1.62012 -0.43977
H -1.08412 0.11561 1.25003
H -0.81454 -1.74586 0.04828
H 0.47002 -1.16385 -0.83003
H 1.36725 -2.72180 0.58390
H 0.51117 -2.00306 1.98803
H 1.84818 -1.14152 1.28235
H 0.26958 2.15256 1.15658
H 1.17237 0.80512 1.87615
H 1.56183 1.36768 0.31368
```

⟨S²⟩: 0.751
Energy relative to the best compared isomer or geometry (same formula, charge and spin) (kJ/mol): 180.6
Kohn-Sham gap (spin up / spin down) (eV): 4.12 / 11.63
HOMO (spin up / spin down) (eV): -3.21 / -10.99
2S+1: 2
Electronic energy (Ha): -289.461361

Population analysis type Löwdin, resulting atomic charges in e: -0.080 -0.284 -0.406 -0.067 -0.124 -0.062 0.088 0.083 0.122 0.119 0.033 0.111 0.066 0.073 0.077 0.089 0.073 0.087

Entry 4:
C2HBaO3 | the ωB97M-V functional and the def2-TZVPD basis

Geometry as XYZ:
```
7
C2HBaO3, DFT the ωB97M-V functional and the def2-TZVPD basis
C 0.63804 -2.15242 0.52835
O 0.43280 -3.22021 0.81178
C -0.72828 1.40363 -0.09986
O -0.87845 0.45482 -0.93057
O 0.38883 1.95092 0.09906
Ba 1.64306 0.24620 -1.18223
H -1.49600 1.31707 0.77347
```

Energy relative to the best compared isomer or geometry (same formula, charge and spin) (kJ/mol): 0.0
Kohn-Sham gap (eV): 9.63
HOMO (eV): -14.24
Net charge: +1
2S+1: 1
Electronic energy (Ha): -327.839752

Population analysis type Löwdin, resulting atomic charges in e: -0.049 0.118 -0.584 -0.313 -0.323 1.980 0.171

Entry 5:
C10H7F11N2O3S | the ωB97M-V functional and the def2-TZVPD basis

Geometry as XYZ:
```
34
C10H7F11N2O3S, DFT the ωB97M-V functional and the def2-TZVPD basis
F 0.37702 -5.03285 0.76731
C 1.35024 -4.26250 -0.08987
C 1.93370 -2.93955 0.68125
C 0.99079 -1.57224 0.45585
C 1.54897 -0.25885 1.24756
C 0.50197 1.02667 0.99221
C -0.74130 0.56345 0.03935
N -1.01654 -0.74589 -0.61540
C -2.23513 -0.99272 -1.53021
F -2.84562 0.25368 -2.04514
F -1.65583 -1.69418 -2.73670
C -3.33233 -2.02841 -0.88860
F -4.34408 -2.28701 -1.97898
F -2.78707 -3.35489 -0.51707
C -4.18168 -1.44290 0.38549
F -5.38182 -0.73399 -0.15961
F -4.58812 -2.64782 1.20035
F -3.41540 -0.57320 1.30740
N -0.17435 -1.79327 -0.41667
H 2.27349 -5.00555 -0.23237
H 0.92822 -4.07144 -1.16451
H 3.04800 -2.73578 0.30894
H 1.97405 -3.17157 1.82767
H 2.50723 -0.17782 1.91326
H 0.67725 2.09699 1.45368
H -1.55712 1.41263 -0.16239
C 2.48528 5.96447 -0.54785
F 3.71362 6.53777 -0.75836
F 1.67930 6.97203 -0.08181
F 2.00380 5.64851 -1.79298
S 2.55475 4.49374 0.60286
O 3.08722 5.01136 1.87077
O 3.45096 3.52775 -0.04737
O 1.17052 4.01335 0.71195
```

Kohn-Sham gap (eV): 4.90
HOMO (eV): -8.73
2S+1: 1
Electronic energy (Ha): -2216.741913

Population analysis type Löwdin, resulting atomic charges in e: -0.146 -0.141 -0.117 -0.083 0.142 0.128 0.104 -0.046 -0.133 0.072 0.036 -0.091 0.037 0.057 -0.127 0.054 0.040 0.048 0.134 0.136 0.125 0.143 0.134 0.142 0.112 0.165 -0.573 0.089 0.084 0.079 0.483 -0.338 -0.359 -0.391

Entry 6:
C3H5NO | the ωB97M-V functional and the def2-TZVPD basis

Geometry as XYZ:
```
10
C3H5NO, DFT the ωB97M-V functional and the def2-TZVPD basis
O 0.96468 -1.51639 0.66328
C 1.41159 -0.56097 0.01860
C 0.67201 0.54269 -0.44799
C -1.45995 -0.29138 0.24508
N -0.64600 0.66607 -0.09155
H 2.49517 -0.49891 -0.20174
H 1.11592 1.38613 -0.94363
H -1.12280 -1.29979 0.10469
H -2.42405 -0.03645 0.65143
H -1.00657 1.60900 0.00183
```

Energy relative to the best compared isomer or geometry (same formula, charge and spin) (kJ/mol): 191.7
Kohn-Sham gap (spin up / spin down) (eV): 8.13 / 8.13
HOMO (spin up / spin down) (eV): -7.77 / -7.77
2S+1: 1
Electronic energy (Ha): -247.234231

Population analysis type Löwdin, resulting atomic charges in e: -0.062 -0.346 -0.137 0.071 -0.041 0.107 0.088 0.080 0.082 0.158

Entry 7:
C3H5BrFN | the ωB97M-V functional and the def2-TZVPD basis

Geometry as XYZ:
```
11
C3H5BrFN, DFT the ωB97M-V functional and the def2-TZVPD basis
C -1.68437 1.07300 0.25122
C -0.60330 0.37590 -0.06265
C -0.54563 -1.05620 0.13872
N 0.45053 -1.73214 -0.24023
F 0.29423 -3.04094 0.07145
H -1.67539 2.17043 0.04606
H -2.42303 0.54480 0.71477
H 0.15981 0.70216 -0.68080
H -1.47797 -1.65471 0.66426
Br 4.19842 0.86725 0.03129
H 3.30670 1.75043 -0.93410
```

Energy relative to the best compared isomer or geometry (same formula, charge and spin) (kJ/mol): 196.2
Kohn-Sham gap (eV): 10.30
HOMO (eV): -10.08
SMILES: C=C/C=N/F.Br
2S+1: 1
Electronic energy (Ha): -2845.811589

Population analysis type Löwdin, resulting atomic charges in e: 0.041 -0.173 -0.177 0.027 -0.083 0.088 0.025 0.075 0.182 0.166 -0.170

Entry 8:
C3H5N3 | the ωB97M-V functional and the def2-TZVPD basis

Geometry as XYZ:
```
11
C3H5N3, DFT the ωB97M-V functional and the def2-TZVPD basis
H -2.45230 1.40400 -0.27298
N -1.49801 1.54518 0.04461
C -0.81892 0.46385 0.01401
C -1.38035 -0.79274 -0.49195
N -1.93185 -1.72226 -0.90602
N 0.44768 0.41968 0.52606
C 1.51234 -0.48218 0.13051
H 0.72986 1.34389 0.82469
H 1.11734 -1.48550 -0.04909
H 2.04161 -0.14529 -0.77083
H 2.23260 -0.54864 0.95098
```

Energy relative to the best compared isomer or geometry (same formula, charge and spin) (kJ/mol): 85.5
Kohn-Sham gap (eV): 10.32
HOMO (eV): -9.67
SMILES: [H]/N=C(\C#N)NC
2S+1: 1
Electronic energy (Ha): -281.557497

Population analysis type Löwdin, resulting atomic charges in e: 0.055 0.132 -0.473 -0.144 0.164 -0.029 -0.086 0.133 0.080 0.085 0.084